1.
Formula: C20H26N2O7P2Ti
Source: the OMol25 dataset
Level of theory: the ωB97M-V functional and the def2-TZVPD basis

CARTESIAN COORDINATES (ANGSTROEM)
Ti  -0.10888  -0.90035  0.03689
C  3.77537  0.28820  -0.00667
C  3.31989  -0.17645  -1.36443
C  4.23416  -0.74246  -2.24311
C  3.83537  -1.21670  -3.48553
C  2.50818  -1.13701  -3.86857
C  1.55758  -0.57112  -3.02363
C  0.11143  -0.55611  -3.44962
C  1.99441  -0.08798  -1.79452
N  0.99037  0.42737  -0.88073
C  0.92238  1.68936  -0.47360
C  1.76151  2.79029  -1.01035
C  -0.07882  1.88976  0.52511
C  -0.38280  3.22534  1.10016
N  -0.69866  0.75258  0.87969
C  -1.89196  0.78545  1.71707
C  -3.09018  1.15407  1.10719
C  -3.18004  1.54170  -0.34491
C  -4.23283  1.16234  1.89610
C  -4.17445  0.81738  3.23960
C  -2.96543  0.46446  3.81234
C  -1.79317  0.43913  3.05831
C  -0.48749  0.08173  3.72162
H  4.71173  -0.19770  0.26049
H  3.05811  0.06283  0.78336
H  3.95714  1.36612  0.01001
H  5.27103  -0.82557  -1.94202
H  4.56341  -1.65793  -4.15351
H  2.19814  -1.51488  -4.83564
H  0.03037  -0.33825  -4.51393
H  -0.48024  0.20441  -2.93894
H  -0.36954  -1.52519  -3.28444
H  2.46279  2.43360  -1.75996
H  2.31622  3.28153  -0.20763
H  1.11827  3.54892  -1.46502
H  0.51163  3.64940  1.56395
H  -1.16975  3.17128  1.84771
H  -0.69154  3.92050  0.31523
H  -2.57231  0.91338  -0.99627
H  -2.86600  2.57713  -0.50623
H  -4.20726  1.46003  -0.69505
H  -5.17903  1.44151  1.44896
H  -5.07392  0.83187  3.84102
H  -2.91727  0.21326  4.86501
H  -0.56914  0.21272  4.79923
H  0.33796  0.70586  3.37662
H  -0.19688  -0.95310  3.54176
O  1.16534  -2.79357  -0.71084
P  0.93139  -3.25868  0.82598
O  1.79482  -4.24462  1.42316
O  0.87654  -1.75653  1.34400
O  -0.64021  -3.67948  0.76291
P  -1.75978  -3.20133  -0.32831
O  -3.08797  -3.81570  0.19849
O  -1.41386  -3.56193  -1.69545
O  -1.79836  -1.61231  -0.07997
H  1.07426  -3.50026  -1.37435
H  -3.31197  -3.67827  1.13126

spin multiplicity	2
<S²>	0.7599
energy relative to the best compared isomer or geometry (same formula, charge and spin)	33.30	kcal per mole
HOMO level (alpha / beta)	-11.37 / -12.10	eV
LUMO energy (alpha / beta)	-4.75 / -4.98	eV
total charge	+1
gap between HOMO and LUMO (alpha / beta)	0.243 / 0.262	Ha
calculated total energy	-2946.25675	hartree

=====

2.
Formula: C20H26N4O2
Source: the OMol25 dataset
Level of theory: the ωB97M-V functional and the def2-TZVPD basis

CARTESIAN COORDINATES (ANGSTROEM)
O  0.79899  2.65094  3.26933
C  0.68050  1.88832  2.33040
N  1.72260  1.26226  1.75359
C  3.08222  1.50412  2.16902
H  3.50332  0.58993  2.60528
C  3.97224  1.97154  1.01499
H  3.50889  2.82697  0.52013
H  4.92364  2.29907  1.43551
C  4.25806  0.87186  -0.02014
N  3.23082  0.74190  -1.01962
C  3.25690  1.21337  -2.28006
C  2.07105  0.84839  -2.87541
C  1.37942  0.15107  -1.87995
N  2.09376  0.09456  -0.76854
H  0.41500  -0.31455  -1.93164
H  1.74843  1.05056  -3.87512
H  4.09713  1.75804  -2.66097
H  4.36300  -0.09074  0.48894
H  5.19075  1.09436  -0.54390
H  3.04084  2.27268  2.94542
H  1.60615  0.67036  0.93245
C  -0.68189  1.57301  1.71582
C  -0.98020  0.07696  1.70550
N  -2.27064  -0.20417  1.11259
C  -2.86502  0.55200  0.16169
O  -3.91682  0.22322  -0.35894
C  -2.22889  1.88527  -0.19252
C  -0.79659  2.08356  0.28139
H  -0.11092  1.53202  -0.36285
H  -0.53295  3.14208  0.22998
H  -2.30538  2.00145  -1.27526
H  -2.87855  2.64490  0.25321
C  -2.90779  -1.43988  1.51883
H  -3.88451  -1.45362  1.03253
H  -3.05393  -1.42290  2.60547
C  -2.10532  -2.69105  1.13645
C  -1.71941  -2.71551  -0.31785
C  -2.68294  -2.60247  -1.31347
C  -2.32153  -2.63005  -2.64788
C  -0.99362  -2.78669  -3.00907
C  -0.02796  -2.90901  -2.02546
C  -0.38990  -2.86529  -0.68972
H  0.37409  -2.95402  0.07080
H  1.01100  -3.03209  -2.29618
H  -0.71248  -2.81307  -4.05188
H  -3.08083  -2.53142  -3.40944
H  -3.72109  -2.48006  -1.04729
H  -2.72582  -3.56252  1.36259
H  -1.20548  -2.75641  1.75203
H  -0.99097  -0.30686  2.73139
H  -0.19892  -0.45635  1.14763
H  -1.42554  2.08418  2.33616

SMILES	O=C(NCCCn1cccn1)[C@H]1CCC(=O)N(CCc2ccccc2)C1
energy relative to the best compared isomer or geometry (same formula, charge and spin)	24.61	kcal per mole
HOMO level	-8.98	eV
LUMO energy	0.64	eV
total charge	0
gap between HOMO and LUMO	0.353	Ha
calculated total energy	-1147.26474	hartree

=====

3.
Formula: C20H26N4O3
Source: the OMol25 dataset
Level of theory: the ωB97M-V functional and the def2-TZVPD basis

CARTESIAN COORDINATES (ANGSTROEM)
C  -4.78044  -2.65480  -1.94069
C  -5.43855  -2.23229  -0.63062
O  -5.55616  -0.82771  -0.50362
C  -4.45931  -0.08493  -0.19467
C  -3.20418  -0.59980  0.11329
C  -2.15930  0.25390  0.42879
C  -2.35089  1.64664  0.44255
C  -3.60557  2.14848  0.13995
C  -4.64651  1.29434  -0.17560
H  -5.62222  1.68763  -0.41016
H  -3.79551  3.20973  0.14815
O  -1.24193  2.39058  0.79010
C  -1.28345  3.79684  0.65956
C  -1.20473  4.25904  -0.79202
H  -0.29205  3.88722  -1.25147
H  -2.05254  3.88718  -1.36194
H  -1.20108  5.34472  -0.82988
H  -0.40282  4.14260  1.20911
H  -2.17509  4.20330  1.15148
N  -0.87247  -0.19829  0.74215
C  -0.41472  -1.46668  0.85349
O  -1.08891  -2.46183  0.67754
C  1.07098  -1.60303  1.19423
C  1.80451  -2.10656  -0.05824
H  1.74246  -1.35310  -0.84706
C  3.27560  -2.37222  0.26635
N  3.89493  -1.17975  0.80850
C  4.60797  -0.36621  -0.01359
N  4.92402  -0.85774  -1.22130
C  5.67587  -0.11975  -2.01990
C  6.12885  1.13396  -1.65130
N  5.81414  1.64259  -0.46245
C  5.07410  0.91959  0.34455
H  4.84766  1.38145  1.29498
H  6.73893  1.74996  -2.29459
H  5.90669  -0.55799  -2.98202
C  3.24933  -0.72701  2.01649
H  3.28789  -1.54677  2.74287
C  1.78481  -0.36361  1.73263
H  1.78215  0.44064  0.99178
H  1.31127  -0.00673  2.64919
H  3.78134  0.12224  2.44185
H  3.35599  -3.16880  1.01288
H  3.82196  -2.65804  -0.63138
H  1.32985  -3.01958  -0.41760
H  1.12348  -2.39485  1.95146
H  -0.23957  0.56736  0.92576
H  -3.00560  -1.65678  0.12433
H  -4.90162  -2.65506  0.22648
H  -6.47207  -2.58959  -0.60256
H  -4.79192  -3.73818  -2.02042
H  -5.32503  -2.23125  -2.78113
H  -3.75051  -2.31106  -1.98625

SMILES	CCOc1ccc(OCC)c(NC(=O)C2CCN(c3cnccn3)CC2)c1
energy relative to the best compared isomer or geometry (same formula, charge and spin)	55.72	kcal per mole
HOMO level	-7.74	eV
LUMO energy	0.60	eV
total charge	0
gap between HOMO and LUMO	0.306	Ha
calculated total energy	-1222.47076	hartree